Computed, not measured: a molecular structure, C30H75BCdFN7O8, with ωB97M-V/def2-TZVPD.

Positions of all 123 atoms, in Å:
Cd -3.414 -0.951 1.512
F -3.790 -4.125 1.785
B -0.091 -0.296 1.321
H -0.542 -0.229 2.299
H 0.962 -0.337 1.550
H -0.411 -1.274 0.994
H -0.403 0.512 0.677
C 3.173 -5.880 -1.660
C 2.226 -5.114 -0.713
C 1.914 -5.873 0.573
O 2.952 -6.330 1.421
C 2.507 -6.370 2.769
N 2.879 -3.812 -0.492
H 3.639 -5.364 -2.500
H 2.627 -6.744 -2.037
H 4.096 -6.177 -1.161
H 1.336 -4.864 -1.290
H 1.360 -6.783 0.344
H 1.231 -5.202 1.093
H 1.618 -6.987 2.900
H 2.200 -5.375 3.091
H 3.183 -6.807 3.505
H 3.714 -4.062 0.017
H 2.303 -3.440 0.250
C -4.066 4.057 4.856
C -3.853 2.602 4.379
C -4.556 1.490 5.227
O -4.160 0.189 4.915
C -4.225 -0.613 6.053
N -4.288 2.365 2.999
H -3.678 4.755 4.114
H -3.405 4.071 5.723
H -5.100 4.289 5.112
H -2.781 2.436 4.483
H -5.600 1.788 5.317
H -4.231 1.755 6.233
H -5.156 -0.594 6.620
H -3.339 -0.464 6.670
H -4.209 -1.652 5.723
H -3.949 3.143 2.451
H -5.294 2.442 3.034
C 2.238 0.827 8.103
C 3.250 0.428 7.055
C 3.148 -1.151 6.790
O 3.708 -1.756 7.888
C 4.963 -2.449 7.681
N 2.790 1.127 5.939
H 2.617 0.422 9.041
H 1.218 0.460 7.986
H 2.186 1.887 8.348
H 4.250 0.689 7.402
H 3.680 -1.329 5.856
H 2.130 -1.509 6.636
H 5.338 -2.916 8.592
H 5.742 -1.735 7.411
H 4.880 -3.295 7.000
H 2.071 0.559 5.513
H 3.485 1.190 5.209
C 1.615 -1.079 -7.351
C 0.312 -1.584 -6.673
C 0.022 -3.124 -6.923
O -0.065 -3.409 -8.310
C -0.543 -4.697 -8.484
N 0.286 -1.222 -5.252
H 1.528 -1.354 -8.402
H 2.565 -1.513 -7.041
H 1.738 0.002 -7.410
H -0.485 -1.067 -7.206
H -0.962 -3.213 -6.465
H 0.626 -3.836 -6.359
H -1.607 -4.778 -8.262
H 0.058 -5.455 -7.982
H -0.383 -4.978 -9.525
H 0.958 -0.469 -5.250
H 0.728 -1.959 -4.722
C 0.391 6.374 -3.474
C -0.521 6.554 -2.249
C -2.062 6.207 -2.401
O -2.855 6.528 -1.218
C -2.921 7.898 -0.917
N -0.004 5.784 -1.152
H -0.079 6.907 -4.300
H 0.559 5.371 -3.868
H 1.393 6.798 -3.402
H -0.376 7.577 -1.900
H -2.289 5.143 -2.468
H -2.482 6.746 -3.250
H -2.021 8.474 -0.699
H -3.543 7.924 -0.022
H -3.403 8.359 -1.779
H -0.783 5.600 -0.536
H 0.163 4.868 -1.545
C -6.279 -0.693 -3.586
C -6.181 -0.402 -2.102
C -7.196 -1.051 -1.206
O -6.882 -0.703 0.128
C -7.868 -1.168 1.039
N -4.881 -0.978 -1.672
H -7.215 -0.346 -4.022
H -6.296 -1.767 -3.772
H -5.590 -0.102 -4.190
H -6.258 0.658 -1.858
H -7.147 -2.123 -1.397
H -8.189 -0.700 -1.486
H -8.690 -0.475 0.861
H -7.483 -0.922 2.028
H -8.149 -2.210 0.884
H -4.177 -0.650 -2.317
H -4.965 -1.917 -2.034
C 6.809 3.140 -1.909
C 8.104 3.286 -2.242
C 8.768 2.247 -2.958
C 8.066 1.135 -3.391
C 6.718 1.012 -2.993
C 6.079 1.963 -2.309
N 8.696 0.062 -4.202
O 7.988 -0.836 -4.646
O 9.896 0.100 -4.396
H 6.088 3.796 -1.445
H 8.616 4.208 -2.009
H 9.811 2.382 -3.205
H 6.130 0.207 -3.410
H 5.051 1.850 -1.998

Cartesian forces, eV/Å:
1.2 -1.3 -0.1
0.1 2.0 -0.1
-1.9 0.3 -1.1
-2.0 0.9 4.8
4.0 -0.3 1.0
-1.0 -4.2 -2.1
-1.0 3.1 -2.6
0.0 -0.7 0.2
2.5 0.2 -1.5
-1.4 -0.6 -0.3
0.9 0.6 0.3
-0.8 0.1 0.1
-0.5 -0.5 0.9
-0.9 0.7 -0.2
0.4 -0.3 -0.1
-0.3 -0.5 0.6
-0.5 -0.5 0.5
-0.5 0.0 -0.4
-0.1 0.0 0.5
-0.4 -0.2 -0.4
0.2 0.2 0.2
0.8 0.2 -0.7
0.7 0.2 0.0
-0.1 1.0 0.2
0.4 -1.4 0.4
-0.4 -1.1 -0.3
1.5 3.0 1.0
-1.0 0.7 -0.8
0.3 -1.9 0.2
0.4 -0.1 0.0
-0.1 0.0 0.0
-0.3 0.8 0.3
0.0 0.1 0.0
0.1 -0.3 -0.4
-0.8 -1.0 -0.7
0.3 -0.4 0.5
-0.1 0.8 0.1
-0.2 0.2 0.3
0.3 -0.1 -0.2
0.0 0.0 -0.5
-0.3 0.0 -0.4
0.7 -0.4 2.6
-2.0 -1.9 0.8
1.0 2.3 -0.1
1.5 -2.2 1.3
-0.5 0.4 0.4
0.3 1.3 -3.0
-0.4 -0.4 0.4
0.1 -0.1 -0.5
0.1 0.2 -0.7
0.1 0.0 -0.3
0.3 -0.3 -0.1
-0.3 0.3 0.1
-0.6 0.3 0.5
0.0 0.0 -0.5
-0.1 0.3 -0.5
-0.5 0.2 -0.2
0.3 0.1 -0.2
-0.4 -0.7 -1.2
1.3 -0.8 -1.0
-0.8 2.1 0.5
0.6 0.6 1.0
0.2 -0.9 -1.3
-0.1 -0.2 -0.5
0.1 -0.1 -0.2
-0.2 -0.2 0.5
-0.3 0.2 0.6
-0.3 0.0 0.1
-0.5 -0.3 0.0
0.8 0.1 -0.2
-0.1 -0.1 0.3
-0.1 0.0 0.7
-0.3 0.3 -0.3
-0.1 0.3 0.8
0.1 -0.2 0.2
-0.8 0.5 -0.9
-0.3 -0.4 0.2
0.1 0.9 0.5
1.9 -0.4 -0.5
-1.0 0.0 -0.1
0.3 -1.1 0.5
0.0 0.1 -0.2
-0.4 -0.4 0.5
-0.1 0.2 0.6
-0.6 0.4 -0.5
0.6 -0.1 -0.5
-0.2 0.0 -0.2
0.5 -0.5 -0.1
-0.2 0.4 -0.2
-0.3 0.6 0.1
-0.1 0.2 0.6
0.5 -0.5 0.1
-1.8 0.7 -0.4
0.9 0.0 0.3
-0.1 0.1 -0.4
0.4 -0.8 -0.3
0.1 1.5 -0.3
0.4 0.3 0.1
-0.5 0.0 0.3
0.6 0.0 -0.2
0.7 -0.5 0.3
0.5 0.2 -0.3
-0.2 -0.4 0.4
-0.3 0.0 0.1
-0.8 -0.5 0.3
-0.1 -0.6 0.1
0.1 0.0 0.2
0.4 0.6 0.1
0.1 -0.8 0.6
-3.3 -1.9 -0.4
1.2 -0.4 -0.6
0.0 0.3 -0.2
-0.4 0.7 1.1
0.4 -1.8 -2.2
1.0 2.1 1.5
0.0 -0.7 -0.4
-0.1 0.9 0.5
-0.1 0.6 0.3
0.9 0.9 0.4
0.3 -0.1 0.1
0.0 -0.1 -0.1
0.2 -0.4 0.2
-0.1 0.0 -0.2

As for the total energy: -67077.3041 eV. Its spin multiplicity is 1. For the orbital gap, the calculation gives 0.162 Eh. As for the HOMO energy: -8.51 eV.

Atom charges from the Löwdin analysis, given in e for atoms 1 to 8: Cd 1.44; F -0.71; B -0.42; H -0.12; H -0.05; H -0.12; H -0.10; C -0.08